1.
Density functional theory data (ωB97M-V/def2-TZVPD) for C24H40N3P2PdSbSe4 as an isolated structure at a distorted geometry.

Calculated values
Electronic energy   -319971.6020 eV
Expectation value of S²   6.049
Charge   +2
Multiplicity   5
HOMO-LUMO gap (spin up / spin down)   6.170 / 6.000 eV
Relative energy (zero: lowest compared OMol25 entry of this formula, charge and spin)   9.2 kJ/mol
Highest occupied orbital energy (spin up / spin down)   -12.48 / -13.70 eV

Geometry as XYZ:
```
75
C24H40N3P2PdSbSe4, DFT ωB97M-V/def2-TZVPD
Sb -2.791 -3.489 0.161
Pd 0.059 -0.216 -0.526
Se -2.635 -5.739 -0.539
Se -0.903 -2.449 -0.894
Se -5.264 -5.772 -1.091
Se -5.114 -2.862 0.547
P -1.891 1.098 -0.527
P 2.319 -0.915 -0.267
N -2.117 -3.782 2.384
N -3.285 -3.512 3.218
N 0.944 1.586 -0.147
C 0.160 2.534 0.485
C -1.273 2.168 -2.981
C 3.133 -2.303 -1.336
C 4.870 2.085 -1.538
C 4.349 0.873 -1.147
C 4.040 3.227 -1.515
C -2.790 -0.222 1.744
C 0.696 3.542 1.221
C -1.290 2.562 0.346
C -3.356 0.330 0.431
C 2.819 -3.652 -0.684
C -3.381 0.682 -2.832
C 2.168 1.799 -0.734
C 2.669 3.031 -1.155
C 3.020 0.697 -0.764
C 4.251 -1.485 1.818
C 2.651 -2.113 -2.756
C -1.306 4.665 1.595
C 2.762 -1.300 1.396
C -1.953 3.695 0.797
C -4.634 1.062 0.634
C 2.187 -0.294 2.375
C -0.010 4.496 1.916
C -2.507 1.715 -2.166
H -5.166 1.411 -0.197
H 5.897 2.116 -1.749
H 2.394 -0.551 3.421
H 1.587 -2.348 -2.908
H -1.870 -0.826 1.522
H 4.980 -0.037 -1.108
H -1.550 2.371 -3.969
H 4.267 -1.546 2.869
H 0.571 5.228 2.500
H -2.944 3.866 0.568
H 2.858 -4.474 -1.412
H -0.464 1.423 -2.945
H -4.513 1.905 1.271
H -1.817 5.531 2.017
H -1.395 -3.214 2.786
H -3.603 -0.813 2.101
H -3.001 2.626 -1.887
H -2.362 0.528 2.438
H 1.830 -3.617 -0.260
H -3.699 0.925 -3.827
H -2.848 -0.283 -2.801
H -3.522 -0.551 -0.223
H -5.347 0.291 1.058
H 4.955 -0.669 1.444
H 4.493 4.193 -1.816
H 1.079 -0.199 2.428
H 3.508 -3.842 0.112
H 2.303 -2.264 1.547
H -3.675 -4.378 3.509
H 2.923 -1.156 -3.211
H 4.229 -2.078 -1.499
H 1.730 3.440 1.421
H 4.608 -2.421 1.373
H -0.883 3.056 -2.505
H 3.228 -2.733 -3.408
H 2.663 0.714 2.254
H -4.240 0.711 -2.186
H -3.997 -3.132 2.593
H -1.766 -4.773 2.416
H 1.961 3.825 -1.204
```


2.
Density functional theory data (ωB97M-V/def2-TZVPD) for a 8-piece molecular cluster, C24H40N4O14 overall at a distorted geometry.

Calculated values
Electronic energy   -60138.7028 eV
Charge   0
HOMO-LUMO gap   7.377 eV
Highest occupied orbital energy   -9.71 eV

Geometry as XYZ:
```
82
C24H40N4O14, DFT ωB97M-V/def2-TZVPD
O 0.823 -1.323 -3.822
O 1.948 -0.852 1.681
O -0.626 1.755 -0.206
O -2.184 0.695 -1.204
O 1.261 3.960 -0.539
O -1.363 2.435 -2.104
O -2.452 1.437 -6.515
O 1.014 0.772 -4.368
O 2.409 -0.088 -3.019
O 0.181 1.655 7.382
O -3.870 -6.113 -5.859
O -1.014 -4.415 -1.581
O 4.404 1.017 3.862
O 0.230 -2.964 3.077
N 1.490 -0.235 -3.947
N -1.446 1.675 -1.090
N -1.712 0.949 -4.450
N 1.108 -0.579 -0.551
C 0.842 4.259 1.816
C 3.224 0.681 0.336
C 1.043 1.623 5.086
C 2.434 0.969 7.097
C 0.263 -1.776 -0.343
C -0.762 5.085 0.048
C -1.690 3.391 -5.399
C -1.981 1.850 -5.512
C 3.615 0.774 6.192
C -3.380 -5.609 -4.812
C 0.706 4.798 0.382
C 3.487 1.021 4.610
C 1.661 -2.307 4.818
C -3.939 -5.902 -3.387
C -1.305 -4.324 -3.964
C -0.715 -1.246 4.250
C -2.248 -0.432 -4.377
C -2.218 -4.843 -5.054
C -1.743 -4.625 -2.533
C -3.051 -5.321 -2.314
C 2.038 -0.196 0.573
C 1.047 1.380 6.597
C 0.148 -2.481 4.363
C 2.157 1.494 4.135
H 1.673 -1.899 5.784
H 2.315 -1.801 3.972
H -1.968 -4.668 -6.183
H 4.383 0.229 6.709
H -1.336 4.138 0.321
H -1.616 3.887 -4.497
H 1.974 1.818 2.949
H -0.152 -1.921 0.656
H 2.523 0.678 8.185
H 2.023 -3.180 4.866
H 0.118 2.169 4.730
H -1.729 -1.446 3.967
H -0.828 3.636 -5.916
H -1.125 6.113 0.475
H -1.705 1.543 -3.333
H -0.247 -0.409 3.927
H 0.403 0.247 -0.497
H 1.161 5.819 0.257
H 1.739 4.413 2.433
H -1.105 5.219 -0.928
H -4.711 -6.413 -3.351
H 0.610 3.127 -0.832
H 0.277 4.718 2.443
H -0.930 -0.916 5.280
H 0.497 3.098 1.943
H -0.760 0.861 -4.452
H -0.233 -3.081 5.178
H -0.452 -3.721 3.189
H -0.460 -3.709 -4.156
H -2.064 -0.968 -5.110
H 3.977 -0.113 0.031
H 1.085 -2.585 -0.294
H 3.039 1.303 -0.372
H -2.173 4.132 -5.975
H -3.291 -5.439 -1.172
H 1.760 -0.510 -1.499
H -0.490 -2.111 -1.117
H -2.149 -1.014 -3.330
H -3.452 -0.528 -4.670
H 3.586 1.233 1.062
```


3.
Density functional theory data (ωB97M-V/def2-TZVPD) for C24H41AsBrFN5OPPdSi as an isolated structure.

Calculated values
Electronic energy   -189257.7131 eV
Charge   +4
HOMO-LUMO gap   4.210 eV
Relative energy (zero: lowest compared OMol25 entry of this formula, charge and spin)   63.4 kJ/mol
Highest occupied orbital energy   -18.21 eV

Geometry as XYZ:
```
77
C24H41AsBrFN5OPPdSi, DFT ωB97M-V/def2-TZVPD
Pd -0.068 -0.651 -0.387
Br -1.510 1.108 -1.486
As 1.136 -3.633 0.941
P -0.805 2.229 2.591
Si 1.051 -1.500 -3.289
F 2.235 0.525 0.768
O 0.607 -2.005 0.930
N -2.930 3.161 4.147
N 1.603 -0.671 -1.612
N -1.917 -0.759 0.362
N -1.531 4.865 3.156
N -0.719 3.596 5.063
C -4.021 0.203 -0.216
C -0.738 4.952 4.328
C -2.663 0.085 -0.333
C 3.153 0.466 -0.152
C -2.489 -1.551 1.275
C -2.898 4.467 3.487
C 0.054 -4.763 -0.155
C 4.382 1.003 0.074
C -4.506 -2.411 2.515
C -4.620 -0.639 0.717
C 2.177 -2.961 -3.503
C -0.696 -2.098 -3.100
C 2.959 -3.739 0.372
C 1.021 -4.174 2.764
C -3.865 -1.525 1.489
C -2.178 3.193 5.350
C -0.011 2.544 4.256
C 2.777 -0.185 -1.438
C 5.322 0.934 -0.958
C 3.839 -0.204 -2.461
C 1.142 -0.145 -4.543
C 5.051 0.332 -2.222
C -0.940 4.030 2.114
C -2.543 2.072 3.253
H 4.615 1.470 1.022
H 0.377 -5.793 0.009
H -5.696 -0.602 0.844
H 5.828 0.318 -2.976
H -2.647 1.118 3.777
H 1.939 -3.749 -2.784
H -4.591 0.899 -0.819
H 3.249 -2.773 -3.468
H 2.132 0.247 -4.773
H 3.516 -2.929 0.842
H 3.625 -0.656 -3.417
H 0.017 -3.980 3.134
H 0.736 -0.556 -5.473
H 1.236 -5.240 2.835
H 1.022 2.866 4.123
H 1.962 -3.379 -4.492
H -3.495 4.430 2.577
H -3.334 5.211 4.153
H 6.305 1.365 -0.792
H -1.433 -1.322 -3.308
H -1.156 5.670 5.033
H -1.822 -2.205 1.818
H 3.376 -4.691 0.703
H -2.150 2.223 5.844
H 0.049 4.414 1.854
H -5.469 -2.778 2.162
H -1.555 4.111 1.216
H -0.824 -2.866 -3.871
H -3.240 2.053 2.411
H -3.879 -3.268 2.757
H -0.940 -2.568 -2.146
H -4.689 -1.855 3.436
H 3.031 -3.679 -0.712
H -0.234 3.715 5.954
H -0.004 1.626 4.845
H -2.570 3.946 6.034
H 0.180 -4.517 -1.207
H -0.993 -4.672 0.130
H 0.501 0.696 -4.268
H 1.749 -3.613 3.347
H 0.297 5.209 4.106
```